{
  "formula": "CH4IOPS",
  "method": "ωB97M-V/def2-TZVPD",
  "species": ["P", "H", "I", "O", "C", "H", "H", "H", "S"],
  "xyz": [[-2.536, -2.520, -0.369], [0.015, -1.020, -2.124], [-0.820, 0.740, 2.117], [-0.136, -0.577, -1.248], [0.757, 1.286, 0.702], [0.448, 1.321, -0.383], [1.398, 2.182, 0.920], [1.569, 0.538, 0.626], [-0.696, -1.949, -0.240]],
  "s_squared": 2.011,
  "fmax_ev_per_a": 3.22,
  "e_lumo_ev": [0.1, -2.4],
  "orbital_gap_ev": [7.77, 6.75],
  "e_tot_ha": -1152.84940,
  "multiplicity": 3,
  "relative_energy_ev": 2.933
}